1.
Here is C35H29BrHfN6O3S2 as an isolated structure from the Open Molecules 2025 dataset. Energies are from ωB97M-V/def2-TZVPD.

Structure (XYZ):
```
77
Properties=species:S:1:pos:R:3:forces:R:3:lowdin_charge:R:1
Hf -0.90576 -0.24102 0.17024 -0.010 1.518 -1.121 1.537
Br -5.62100 2.72749 4.98709 -0.041 0.024 0.061 0.814
C -4.72432 2.02992 3.49267 -0.026 0.080 -0.059 -0.689
C -4.84991 2.65494 2.24991 -0.010 0.001 -0.022 -0.074
C -4.18769 2.15848 1.14576 -0.122 0.167 -0.093 -0.002
C -3.35203 1.05195 1.24882 -0.016 -0.177 -0.101 -0.341
O -2.65654 0.64880 0.17449 -0.983 0.660 0.594 -0.248
C -3.26235 0.39017 2.49646 0.100 -0.235 0.186 -0.137
C -2.66006 -0.92167 2.61079 -0.291 0.114 -0.171 0.007
N -1.86565 -1.39436 1.71431 -0.205 -0.522 0.476 -0.036
C -1.65160 -2.78703 1.47399 -0.198 0.228 -0.013 -0.206
C -1.41788 -3.75991 2.39164 0.070 -0.108 0.278 0.023
C -1.30158 -5.10740 1.97893 -0.008 0.043 0.059 -0.024
C -1.44518 -5.44858 0.66676 -0.005 -0.026 -0.018 0.010
C -1.68086 -4.44914 -0.30742 0.016 -0.103 -0.093 -0.139
C -1.84456 -4.71643 -1.68173 0.008 -0.097 -0.030 0.046
C -2.04615 -3.68572 -2.55772 -0.044 -0.013 -0.044 -0.005
C -2.04776 -2.37449 -2.07177 -0.052 0.112 0.039 -0.084
N -1.91351 -2.07567 -0.79389 0.131 -0.619 0.051 0.002
C -1.74995 -3.10938 0.09376 -0.185 0.096 0.157 -0.177
C -3.96839 0.89210 3.60413 0.072 -0.121 0.030 -0.062
H -5.47708 3.53153 2.15369 0.002 -0.014 0.005 0.118
H -4.29136 2.63225 0.17785 0.004 0.021 0.032 0.132
H -3.00533 -1.56561 3.41896 -0.039 -0.031 -0.001 0.156
H -1.31778 -3.50576 3.44015 -0.006 -0.021 -0.009 0.130
H -1.11283 -5.87085 2.72102 0.003 0.020 0.001 0.123
H -1.37745 -6.48296 0.35467 -0.002 0.020 -0.004 0.131
H -1.80959 -5.74067 -2.03337 0.006 0.017 0.012 0.138
H -2.18254 -3.86292 -3.61459 0.002 0.010 0.007 0.122
H -2.15247 -1.54030 -2.75505 0.029 0.013 -0.027 0.124
H -3.91195 0.36743 4.55079 -0.005 0.019 -0.025 0.121
O 0.48275 -0.94238 -1.23912 0.623 -0.934 -0.378 -0.478
S 1.41002 -1.67177 -0.27800 0.190 -0.370 -0.198 0.673
O 1.22770 -3.08897 -0.26645 0.074 0.052 0.030 -0.233
N 0.93913 -0.99851 1.09677 0.464 0.199 -0.093 -0.203
C 1.71971 -0.09317 1.86596 -0.162 -0.397 -0.061 -0.249
C 2.96904 -0.35826 2.34497 0.205 -0.105 0.114 0.010
C 3.65895 0.59162 3.12994 0.005 -0.075 -0.053 -0.032
C 3.07996 1.78473 3.43960 -0.078 0.077 -0.002 -0.006
C 1.77815 2.07922 2.96271 0.091 0.121 0.107 -0.133
C 1.12383 3.30017 3.22768 0.064 0.059 0.047 0.041
C -0.10908 3.54084 2.69193 -0.034 0.050 0.007 -0.003
C -0.70782 2.55708 1.90003 -0.091 -0.097 -0.003 -0.127
N -0.16173 1.37384 1.66212 0.472 0.066 0.219 -0.035
C 1.09900 1.13848 2.17304 -0.234 -0.060 -0.028 -0.155
C 3.01791 -1.29926 -0.79069 0.181 0.136 -0.025 -0.300
C 4.01800 -2.21173 -0.46364 0.017 0.113 -0.076 -0.049
C 5.29819 -1.96906 -0.92867 0.051 0.016 -0.002 -0.037
C 5.55365 -0.84601 -1.70784 0.021 -0.006 0.016 -0.034
C 4.53873 0.04761 -2.02859 0.012 0.017 0.006 -0.044
C 3.25034 -0.16971 -1.56985 0.108 -0.057 0.163 -0.038
H 3.43034 -1.31396 2.13154 0.000 0.027 0.038 0.120
H 4.64917 0.35592 3.49504 -0.006 -0.013 -0.014 0.121
H 3.59888 2.51644 4.04604 -0.034 -0.014 -0.014 0.127
H 1.61635 4.04307 3.84426 -0.009 -0.017 -0.015 0.137
H -0.62913 4.47384 2.85743 0.011 -0.024 -0.008 0.125
H -1.66526 2.75561 1.44050 -0.013 -0.024 -0.001 0.103
H 3.79123 -3.09452 0.12011 -0.018 0.010 -0.040 0.125
H 6.09484 -2.66252 -0.69584 -0.004 0.015 -0.008 0.122
H 6.55671 -0.66935 -2.07406 -0.019 -0.004 -0.001 0.121
H 4.75446 0.91044 -2.64439 0.008 -0.003 0.009 0.112
H 2.43990 0.50826 -1.80477 0.003 -0.032 0.000 0.075
C 1.99982 3.27914 -3.32551 -0.077 -0.021 -0.045 -0.027
N 0.70326 2.73427 -3.68433 0.083 0.051 -0.026 -0.139
C 0.20913 2.80179 -5.06703 -0.021 -0.002 0.098 -0.075
C -1.19450 2.17306 -4.97479 0.062 0.025 0.122 -0.093
N -1.24887 1.76433 -3.56527 -0.101 -0.153 -0.092 0.038
C -0.17497 2.16424 -2.87271 -0.050 -0.178 -0.047 -0.722
S 0.01234 2.01247 -1.18335 0.017 0.408 0.097 0.745
H 2.74878 2.91620 -4.02886 0.008 -0.018 -0.006 0.100
H 2.25799 2.96588 -2.31815 -0.016 -0.004 0.020 0.054
H 1.98105 4.36823 -3.36411 -0.017 0.019 -0.010 0.105
H 0.87470 2.24467 -5.72451 0.029 -0.035 -0.007 0.131
H 0.18331 3.83705 -5.40233 0.000 0.039 -0.014 0.133
H -1.30676 1.31573 -5.63296 0.007 -0.032 -0.014 0.122
H -1.98058 2.89078 -5.19893 -0.022 0.027 0.013 0.126
H -2.09751 1.49902 -3.09626 0.006 0.077 0.015 0.137
```
Positions in Å, forces in eV/Å.

Results
LUMO in eV: -5.74
Strongest force on any atom in eV Å⁻¹: 1.89
Gap between HOMO and LUMO in eV: 7.455
HOMO in eV: -13.2
Energy relative to the best compared isomer or geometry (same formula, charge and spin) in eV: 1.0074
E in hartree: -5323.55702
Total charge: +2

***

2.
Here is C12H18CaF9N2O12 as an isolated structure from the Open Molecules 2025 dataset. Energies are from ωB97M-V/def2-TZVPD.

Structure (XYZ):
```
54
Properties=species:S:1:pos:R:3:forces:R:3:nbo_charge:R:1
Ca 1.20700 -0.05825 0.93223 0.280 0.077 -0.001 1.906
N 2.91130 -3.52329 3.35410 1.412 -1.778 0.929 0.745
O 2.45991 -4.14992 4.25975 -3.008 -2.369 4.261 -0.577
O 4.00276 -3.81503 2.99245 5.207 -0.816 -2.346 -0.558
O 2.30730 -2.65761 2.83766 -3.851 5.370 -3.082 -0.599
N 5.76047 1.21472 1.53292 -0.758 -1.401 0.632 0.712
O 4.47229 1.23316 1.60981 1.184 0.606 0.305 -0.629
O 6.50473 1.49745 2.49198 -0.924 0.819 0.503 -0.551
O 6.29079 0.76782 0.52634 0.111 0.003 -1.574 -0.523
C -0.59619 3.12628 2.46890 1.582 -4.065 -0.116 0.300
O -0.51560 3.00369 1.03389 -0.921 0.950 -0.312 -0.577
O -0.12495 1.89213 2.88332 0.530 1.676 0.217 -0.963
C 0.17582 4.45775 2.93097 0.151 -1.724 -1.911 0.915
F 0.94597 4.97226 1.93686 -0.430 0.240 -0.271 -0.346
F -0.72915 5.37656 3.26165 -0.691 1.048 0.276 -0.353
F 1.00936 4.32812 3.92579 0.377 -0.478 1.478 -0.312
C -1.74001 3.23542 0.34324 0.733 0.709 0.676 -0.064
C -1.59381 2.58172 -0.97384 -0.002 0.139 -1.013 -0.614
H -2.52458 2.67735 -1.53296 -0.084 -0.361 -0.096 0.196
H -0.81331 3.02717 -1.59070 0.158 0.030 0.131 0.209
H -1.32871 1.53893 -0.79947 -0.290 -0.101 -0.261 0.214
H -1.88968 4.31496 0.32711 -0.171 0.350 -0.530 0.146
H -2.63642 2.84545 0.82538 0.159 -0.450 0.582 0.162
H -1.64585 3.17885 2.75795 -0.342 0.827 0.104 0.118
C -3.49862 -2.75202 0.41006 4.048 1.306 1.865 0.299
O -3.26791 -4.17039 0.49836 -2.264 0.080 -0.558 -0.537
O -2.26631 -2.24411 0.81081 -2.403 0.667 -2.251 -0.901
C -4.20644 -2.33856 -0.98680 1.683 -1.727 -1.351 0.909
F -4.40525 -1.06567 -1.21054 0.556 1.967 0.617 -0.330
F -3.49493 -2.78606 -2.09737 -0.173 0.141 0.974 -0.365
F -5.45393 -2.83476 -1.21154 -0.550 -1.112 0.784 -0.375
C -4.38820 -4.83490 1.05596 2.351 -1.256 0.569 -0.069
C -3.84091 -6.21610 1.48174 -1.028 -0.222 -0.674 -0.612
H -3.04890 -6.26325 2.22913 0.053 0.747 -0.142 0.218
H -4.68931 -6.74347 1.91783 -0.120 -0.485 -0.058 0.168
H -3.49360 -6.73367 0.58754 0.009 -0.225 0.061 0.198
H -5.18435 -4.91600 0.31592 -0.403 -0.125 0.266 0.158
H -4.68540 -4.39906 2.00980 -0.490 0.730 -0.181 0.153
H -4.19338 -2.42608 1.18414 -1.100 -0.214 0.040 0.099
C 2.55693 -0.18575 -2.86784 -2.142 -1.381 4.255 0.309
O 2.15894 1.08215 -2.21535 0.931 1.634 -1.839 -0.582
O 2.09502 -1.12876 -1.93980 0.803 1.529 -2.362 -0.925
C 2.06277 -0.38966 -4.36287 -0.619 -0.090 -0.377 0.918
F 2.26577 0.62513 -5.23342 -1.474 2.815 0.424 -0.365
F 2.90697 -1.19181 -4.97427 1.194 -3.518 0.403 -0.344
F 0.79019 -0.87906 -4.59376 1.356 0.823 0.707 -0.337
C 2.98961 2.18724 -2.64212 0.520 2.018 0.596 -0.084
C 2.51781 3.54723 -1.96311 -0.867 -1.456 -1.182 -0.627
H 2.21412 3.25701 -0.95731 -0.021 0.553 0.078 0.228
H 3.15690 4.42983 -1.98954 0.879 -0.624 0.275 0.200
H 1.67982 3.93726 -2.54081 -0.664 -0.310 0.291 0.184
H 3.12068 2.31428 -3.71673 -1.058 -0.165 -0.373 0.158
H 4.05158 2.14572 -2.40003 0.153 -1.074 0.945 0.169
H 3.64098 -0.09262 -2.93318 0.428 -0.325 -0.381 0.128
```
Positions in Å, forces in eV/Å.

Results
LUMO in eV: 6.24
Strongest force on any atom in eV Å⁻¹: 7.29
Gap between HOMO and LUMO in eV: 6.788
HOMO in eV: -0.5
Energy relative to the best compared isomer or geometry (same formula, charge and spin) in eV: 3.5829
E in hartree: -3056.48567
Total charge: -3

***

3.
Here is the molecule C8H4Cl2O7 from the Open Molecules 2025 dataset. Energies are from ωB97M-V/def2-TZVPD.

Structure (XYZ):
```
21
Properties=species:S:1:pos:R:3:forces:R:3:nbo_charge:R:1
O 0.61454 -1.28130 2.52681 -3.394 -0.723 -2.768 -0.546
C -0.30646 -1.67098 1.77026 3.374 0.613 2.541 0.768
C -0.63296 -3.15213 1.69050 -0.564 -0.122 0.083 -0.461
Cl -0.41873 -3.75122 -0.03105 -0.202 0.319 1.281 -0.038
O -1.03736 -0.85592 0.95015 -0.001 0.363 0.691 -0.463
C -0.73209 0.48053 1.02031 2.440 0.688 -2.055 0.203
C 0.06962 1.15748 0.13984 -2.259 -3.207 0.797 0.212
O 0.61306 0.47234 -0.93015 0.568 1.133 0.011 -0.468
C 0.50254 1.04823 -2.16466 -2.824 3.454 -2.723 0.765
O -0.22697 2.01851 -2.42135 1.956 -2.727 1.929 -0.536
C 1.24826 0.40614 -3.35051 0.164 -0.077 1.118 -0.476
Cl 0.69535 1.03790 -4.94572 0.470 -0.461 1.148 0.005
C 0.19394 2.52523 0.65508 2.533 2.460 -2.741 0.719
O 0.83648 3.40376 0.10965 -1.401 -1.424 1.690 -0.468
O -0.47954 2.64303 1.83572 0.029 0.051 -0.272 -0.446
C -1.03714 1.42845 2.08328 -2.721 -1.875 3.777 0.714
O -1.70215 1.15840 3.07735 1.578 1.114 -2.197 -0.487
H -1.67419 -3.34217 2.05158 0.718 0.165 -0.696 0.252
H 0.04629 -3.67027 2.40049 -0.276 0.336 -0.899 0.260
H 2.30994 0.61484 -3.16899 -0.153 0.008 -0.469 0.248
H 1.11758 -0.67085 -3.29861 -0.038 -0.088 -0.246 0.243
```
Positions in Å, forces in eV/Å.

Results
LUMO in eV: -1.68
Strongest force on any atom in eV Å⁻¹: 5.23
Gap between HOMO and LUMO in eV: 9.596
HOMO in eV: -11.3
Structure (SMILES): O=C(CCl)OC1=C(OC(=O)CCl)C(=O)OC1=O
E in hartree: -1754.29518
Total charge: 0

***

4.
Here is the molecule C6H11NO2 from the Open Molecules 2025 dataset. Energies are from ωB97M-V/def2-TZVPD.

Structure (XYZ):
```
20
Properties=species:S:1:pos:R:3:forces:R:3:nbo_charge:R:1
C 1.97813 0.51383 -0.68848 -0.292 0.018 -0.092 -0.674
C 0.75250 -0.99569 0.92131 1.750 0.890 0.055 0.064
C 1.17314 0.30054 0.54004 0.841 -1.825 0.555 -0.086
O 1.40461 -2.08415 0.33132 -0.350 0.395 0.054 -0.701
H 0.87039 -2.87030 0.49450 -0.030 -0.019 0.019 0.485
H 0.54060 -1.13558 1.97870 -0.393 -0.029 -0.211 0.208
H 1.10559 1.09702 1.26751 -0.421 -0.003 -0.061 0.222
H 1.69004 -0.19497 -1.46615 0.004 0.005 -0.027 0.230
H 3.03257 0.31996 -0.46788 0.024 0.040 -0.021 0.240
H 1.86734 1.52913 -1.06706 0.072 -0.006 -0.013 0.223
C -1.12180 0.66535 -0.06176 -1.938 -1.199 -0.620 0.285
C -0.94823 -0.91737 0.09554 -1.471 3.009 -0.495 -0.015
C -1.26067 1.24889 -1.26317 0.471 -0.128 0.558 -0.552
O -1.52195 1.26943 1.10544 0.348 -0.236 -0.032 -0.703
N -1.81469 -1.59708 0.80668 -0.149 -0.623 -0.787 -0.674
H -1.85935 2.15263 0.91537 0.062 -0.058 -0.067 0.480
H -2.65768 -1.05623 1.00152 0.510 0.307 0.717 0.348
H -0.68605 -1.25706 -0.91383 0.984 -0.480 0.497 0.213
H -1.01165 0.71957 -2.16817 -0.047 -0.133 -0.053 0.212
H -1.53282 2.29210 -1.36142 0.025 0.075 0.027 0.196
```
Positions in Å, forces in eV/Å.

Results
LUMO (spin up / spin down) in eV: 0.02 / -0.23
Strongest force on any atom in eV Å⁻¹: 3.39
Gap between HOMO and LUMO (spin up / spin down) in eV: 8.175 / 7.525
HOMO (spin up / spin down) in eV: -8.2 / -7.8
Energy relative to the best compared isomer or geometry (same formula, charge and spin) in eV: 5.5536
E in hartree: -440.28315
Total charge: 0